No. 1
{"formula": "C5H6O3", "method": "the ωB97M-V functional and the def2-TZVPD basis", "gap_ev": 10.8554, "smiles": "C1[C@@H]2O[C@H]3O[C@@H]2O[C@@H]13", "e_homo_ha": -0.3653, "charge": 0, "e_above_lowest_kcal_mol": 54.3, "species": ["C", "C", "O", "C", "O", "C", "O", "C", "H", "H", "H", "H", "H", "H"], "xyz": [[1.198160, 0.635268, 0.001013], [-0.030036, 0.638416, -0.935138], [-0.949969, 1.251059, 0.017646], [-1.059507, 0.157888, 0.853024], [-1.618735, -0.795762, -0.115513], [-0.425291, -0.821067, -0.908944], [0.539173, -1.479266, 0.000764], [0.439537, -0.376841, 0.960516], [2.019890, -0.013080, -0.433330], [1.480390, 1.653932, 0.286740], [-0.128255, 1.177173, -1.874114], [-1.563701, 0.140646, 1.878352], [-0.565021, -1.449254, -1.779528], [0.663362, -0.719112, 2.048512]], "atomic_forces_ev_per_a": [[0.92, -1.02, -0.42], [0.52, 1.50, 0.98], [-0.56, 0.98, 0.25], [0.11, -2.18, -0.09], [0.75, -0.22, 0.68], [-0.91, -2.62, 1.25], [-2.13, 1.16, 0.03], [0.86, -0.39, 0.80], [-0.53, 1.39, 0.63], [-0.04, -0.43, 0.14], [0.49, -0.06, 0.10], [0.11, 0.76, -1.97], [0.06, 0.31, -0.23], [0.36, 0.81, -2.17]], "mulliken_charge": [-0.565, -0.236, -0.445, 0.006, -0.445, -0.017, -0.453, -0.172, 0.279, 0.333, 0.411, 0.416, 0.512, 0.377]}

No. 2
{"formula": "C4H7NO", "method": "the ωB97M-V functional and the def2-TZVPD basis", "gap_ev": 9.4828, "e_homo_ha": -0.3181, "charge": 0, "e_above_lowest_kcal_mol": 103.6, "species": ["C", "N", "C", "C", "C", "O", "H", "H", "H", "H", "H", "H", "H"], "xyz": [[-0.257450, 1.610649, -1.158842], [1.100218, 1.125981, -1.096755], [0.028844, 0.157848, -1.371375], [-0.438067, -0.839656, -0.373190], [-0.100952, -1.467134, 1.842050], [0.104278, -0.526092, 0.782134], [-0.764395, 1.901063, -0.240259], [-0.494432, 2.216006, -2.030717], [1.374204, 1.013475, -0.121911], [-0.000520, -0.209912, -2.393701], [-0.756837, -2.261571, 1.481779], [-0.533835, -0.947817, 2.699561], [0.881551, -1.863846, 2.108363]], "atomic_forces_ev_per_a": [[-0.23, 0.24, 0.01], [0.16, -0.02, 0.17], [-0.15, -0.33, -0.17], [0.38, 0.42, 0.16], [-0.05, -0.16, 0.24], [-0.14, -0.18, -0.44], [0.10, -0.11, -0.10], [-0.01, -0.12, 0.15], [0.00, 0.05, -0.14], [-0.02, 0.09, 0.15], [0.07, 0.11, 0.09], [0.04, -0.02, -0.14], [-0.16, 0.02, 0.02]], "mulliken_charge": [-0.417, -0.638, 0.267, -0.521, -0.585, -0.098, 0.214, 0.256, 0.320, 0.381, 0.343, 0.235, 0.243]}